Record 1
The following is a quantum chemistry calculation of a structure of composition C19H15F6FeN6O7S2, from the OMol25 dataset.

The value obtained for the relative energy (zero: lowest compared OMol25 entry of this formula, charge and spin) is 11.1 kcal/mol. The calculation puts the HOMO energy (alpha / beta) at -0.4708 / -0.4653 Eh. The calculation puts the lowest unoccupied orbital energy (alpha / beta) at -4.05 / -4.04 eV.

```
! RIJCOSX wB97M-V def2-TZVPD def2/J DEFGRID3
* xyz 1 5
Fe 0.1602 -0.1104 -0.0989
S 3.2049 0.4108 1.1041
S 1.2470 -0.1591 2.9428
F 0.8724 -2.1883 1.3371
F -0.1608 -2.3373 3.2365
F 5.0587 -0.6526 -0.3323
F 1.9694 -2.6843 3.1266
F 3.9506 -2.0610 0.8856
F 5.4194 -0.7605 1.8033
O 0.3460 0.4686 1.9661
O -6.5681 2.5487 0.0789
O 0.9811 0.0605 4.3162
O 2.2105 0.0417 0.0779
O -7.5120 0.6286 0.2313
O 0.4344 -0.4803 -7.3713
O 3.7988 1.6927 0.9699
N -0.0022 0.0052 -2.2025
N -1.6345 -1.4253 -0.0907
N -6.5373 1.3391 0.1667
N 2.7389 0.0568 2.5660
N 0.3407 -0.4344 -4.5984
N -1.5593 1.2234 0.0183
C -2.7825 0.6647 0.0433
C -3.8095 2.8199 0.1666
C 1.1767 0.5017 -6.6700
C -3.9629 1.4164 0.1116
C 1.5711 -0.0050 -5.2978
C 4.5109 -0.8545 0.8565
C -2.8113 -0.7741 0.0024
C -0.7794 -0.7928 -6.7149
C -1.6487 -2.7479 -0.1307
C -4.0312 -1.4379 0.0600
C -0.5117 -1.3809 -5.3437
C -2.5552 3.3712 0.1505
C -5.2064 0.6712 0.1381
C -4.0231 -2.8424 0.0347
C -1.4411 2.5363 0.0749
C 0.9735 -1.9581 2.6827
C 0.1763 -0.2225 -3.3248
C -5.2368 -0.6720 0.1274
C -2.8265 -3.5007 -0.0637
H 2.0671 0.7692 -4.7165
H -4.9593 -3.3848 0.0948
H -0.6907 -3.2424 -0.2192
H 0.0188 -2.3299 -5.4461
H -1.4040 0.1036 -6.6229
H -1.2960 -1.5247 -7.3313
H -1.4381 -1.5430 -4.7967
H -0.4353 2.9396 0.0694
H -6.1923 -1.1765 0.1612
H 0.5913 1.4237 -6.5761
H -4.6758 3.4543 0.2260
H 2.0697 0.7049 -7.2557
H 2.2374 -0.8641 -5.3967
H -2.7747 -4.5801 -0.0873
H -2.4233 4.4430 0.1996
*
```



Record 2
The following is a quantum chemistry calculation of a cluster of 2 separate species, C19H15F9N2O7S3 in total at a distorted geometry, from the OMol25 dataset.

The SMILES is N#CO[C@]1(S(=O)(=O)C(F)(F)C(F)(F)C(F)(F)C(F)(F)F)OS(=O)(=O)O[C@@]1(S)CCc1ccccc1.c1cc[nH]c1. The calculation puts the HOMO energy at -0.3049 Eh. The calculation puts the lowest unoccupied orbital energy at -0.42 eV.

```
! RIJCOSX wB97M-V def2-TZVPD def2/J DEFGRID3
* xyz 0 1
S 0.1038 -1.4736 -0.2742
S -3.7482 -1.3131 -2.6210
S -1.8946 -3.8217 -2.3007
F 1.9450 -1.9970 -2.1155
F 3.9525 1.4771 -2.2628
F 2.6425 -1.7510 -0.1256
F 4.0522 2.3659 0.0242
F 1.8231 0.3662 -2.7015
F 4.4462 -0.5476 -1.7854
F 3.6386 0.4882 1.0450
F 1.5899 1.1452 -0.6730
F 5.5520 0.8303 0.1044
O -2.5640 -4.1081 -3.5092
O -0.1512 -0.5690 0.8039
O -0.8542 -2.5713 -2.3593
O -1.2435 -4.9274 -1.7142
O -1.0418 -0.4167 -2.5973
O 0.0810 -2.8245 0.1817
O -2.8182 -3.1649 -1.1400
N -1.1809 1.9160 -1.7904
N 5.4207 1.4720 4.1101
C 6.5123 -0.2402 4.9891
C -4.2938 0.9920 -0.1272
C -6.1661 2.6114 -1.3183
C 3.7335 0.4958 -1.3668
C -3.1859 0.1826 0.5343
C -5.5015 0.4961 -0.5379
C 1.8086 -1.2468 -1.0235
C -4.9859 3.1566 -0.8890
C -2.7019 -1.7423 -1.1622
C -4.0642 2.3384 -0.2971
C -1.2121 -1.4241 -1.6084
C 4.2301 1.0545 0.0069
C 6.6087 -0.3155 3.5728
C -6.4476 1.2920 -1.1377
C -1.1118 0.7984 -2.1222
C 2.1866 0.2171 -1.4222
C 5.7721 0.8712 5.2890
C 5.9227 0.7524 3.0592
C -3.1718 -1.3219 0.2309
H 6.9377 -0.9245 5.7042
H -4.1464 -1.7598 0.4366
H 5.4666 1.2856 6.2346
H -5.7068 -0.5590 -0.3967
H -4.7446 4.2023 -1.0208
H -3.8318 0.0349 -2.6028
H 7.1220 -1.0687 2.9982
H -3.3502 0.2733 1.6135
H -7.3711 0.8367 -1.4663
H -2.4759 -1.7928 0.9326
H -6.8966 3.2398 -1.8168
H 4.8777 2.3112 4.0290
H -2.2385 0.6812 0.3340
H 5.7512 1.0607 2.0489
H -3.1237 2.7496 0.0511
*
```



Record 3
The following is a quantum chemistry calculation of the molecule C19H15N7 at a distorted geometry, from the OMol25 dataset.

The SMILES is Cc1nc(-c2cccnc2Nc2cccc3[nH]ccc23)c2[nH]cnc2n1. The calculation puts the HOMO energy at -0.2800 Eh. The calculation puts the lowest unoccupied orbital energy at -0.13 eV.

```
! RIJCOSX wB97M-V def2-TZVPD def2/J DEFGRID3
* xyz 0 1
N 1.3249 -0.2481 -3.9736
N -0.8858 1.8314 1.2599
N -3.2241 -0.9394 1.0119
N 1.4964 0.3691 0.6965
N 1.8479 -1.3214 2.2396
N -2.7917 2.4236 0.1541
N -4.4667 0.6538 -0.0879
C 0.3958 0.8214 -2.1896
C 1.4347 -0.1047 -1.7737
C 1.9462 -0.7091 -2.8966
C 1.3373 -2.0783 3.2490
C -2.4781 0.2046 0.8805
C 3.5263 -1.8994 -1.6331
C 0.5116 0.7542 -3.5737
C -0.8710 -1.1553 3.2221
C 0.9995 -0.4622 1.6532
C 2.0092 -0.4011 -0.4333
C -1.5465 2.6939 0.4976
C -4.4571 -0.5808 0.3684
C -1.3516 0.5849 1.6037
C -0.3983 -0.3521 2.1669
C 3.0262 -1.5561 -2.8855
C -0.0231 -2.0286 3.7917
C 3.0619 -1.3492 -0.4178
C -3.2117 1.1855 0.2344
C -0.7142 3.8076 -0.0904
H -1.2547 4.6425 -0.5845
H 1.5918 -0.3548 -4.9832
H -0.2344 3.3957 -0.9377
H -1.8789 -0.9676 3.5306
H 0.7849 1.0261 0.4303
H 3.5112 -1.9459 -3.8665
H 1.9921 -2.8744 3.5247
H -0.2896 -2.7274 4.5686
H 0.0030 1.4499 -4.2843
H -5.2829 -1.2844 0.2696
H -2.9796 -1.8837 1.2293
H 0.0424 4.1428 0.6834
H 4.2560 -2.7583 -1.5740
H -0.2347 1.5160 -1.5937
H 3.4752 -1.5211 0.5131
*
```



Record 4
The following is a quantum chemistry calculation of a structure of composition C19H16AgF6IN2O10S3 at a distorted geometry, from the OMol25 dataset.

The calculation puts the HOMO energy at -0.1223 Eh. The calculation puts the lowest unoccupied orbital energy at 3.31 eV.

```
! RIJCOSX wB97M-V def2-TZVPD def2/J DEFGRID3
* xyz -2 1
I -1.1349 -8.1599 -3.0792
Ag -0.5195 0.2123 -0.1025
S -0.8418 1.9455 -1.9628
S 1.0258 -4.0208 4.9522
S 1.8323 1.4611 -1.4835
F 1.6066 0.7081 -3.9673
F -0.9287 2.7108 -4.5982
F 1.0145 -0.9150 -2.6941
F -0.8106 4.3416 -3.2034
F 3.0878 -0.3989 -2.8920
F -2.6660 3.2911 -3.4837
O 1.7378 0.8995 -0.1776
O 0.3150 -2.0056 0.0036
O -1.0631 0.6490 -2.5273
O -0.8091 0.2990 2.3667
O -1.6971 2.4017 -0.9135
O -2.3211 -0.8528 1.2216
O 2.3771 -2.5012 -0.7375
O 1.9638 -3.0185 5.3943
O 0.7578 -5.0753 5.9073
O 3.0546 2.1413 -1.7945
N -0.4615 -3.3777 4.5533
N 0.6444 2.3952 -1.9003
C -0.4072 -2.2649 3.6072
C 2.4494 -4.0657 2.6020
C 3.1737 -6.7312 0.0133
C -0.6502 -4.4672 -0.8278
C 2.9333 -4.6909 1.4653
C 0.9011 -5.9564 -2.5932
C 2.5572 -5.9941 1.1631
C 1.1709 -2.7023 -0.5879
C -1.6224 -0.6321 2.2303
C -1.3329 3.1191 -3.3863
C 1.8521 0.0989 -2.7874
C -1.1516 -5.6435 -1.3589
C -0.3674 -6.3639 -2.2372
C 1.1316 -6.0157 3.1049
C 1.5762 -4.7473 3.4247
C 1.6220 -6.6342 1.9723
C -1.7710 -1.6113 3.4251
C 0.6212 -4.0272 -1.1699
C 1.3888 -4.7812 -2.0453
H 3.5938 -4.1512 0.8060
H 3.8997 -6.1051 -0.4971
H -2.5304 -2.3553 3.1858
H 0.3083 -1.5028 3.9342
H -2.1425 -5.9825 -1.0894
H 0.4301 -6.5041 3.7634
H 1.2920 -7.6321 1.7186
H 2.4058 -7.0279 -0.6964
H -0.9281 -3.1226 5.4138
H -2.0555 -1.0652 4.3276
H -1.2342 -3.8577 -0.1516
H 3.6676 -7.6378 0.3674
H 2.7540 -3.0641 2.8582
H 1.4983 -6.5458 -3.2765
H 2.3826 -4.4343 -2.2845
H -0.0754 -2.6576 2.6431
*
```



Record 5
The following is a quantum chemistry calculation of a structure of composition C19H16BrN3O2V at a distorted geometry, from the OMol25 dataset.

The calculation puts the HOMO energy at -0.6322 Eh. The calculation puts the lowest unoccupied orbital energy at -12.03 eV.

```
! RIJCOSX wB97M-V def2-TZVPD def2/J DEFGRID3
* xyz 3 1
Br 7.6626 4.2941 -1.7152
V -0.4234 0.5663 -1.0472
O 3.1592 -0.8671 0.0821
O 1.0782 0.9044 -0.9246
N -2.0089 1.7182 -1.0249
N -2.0097 -0.2221 -2.4991
N -1.3067 -1.0237 -1.7923
C -1.4624 -5.1052 -2.0791
C -3.3372 3.6046 -1.5682
C -2.3852 -2.9834 -2.7127
C -2.4596 2.9539 -0.7273
C -3.7233 2.9953 -2.7627
C 6.8612 1.7981 -0.6961
C -0.7333 -0.1490 0.7908
C -1.3737 -2.3699 -1.9276
C 3.7560 0.0354 -0.2409
C -0.4556 -4.5021 -1.3139
C 4.5643 1.0824 -0.6090
C 5.9467 0.8347 -0.3655
C -0.4048 -3.1362 -1.2309
C -3.2554 1.7281 -3.0814
C -2.4138 1.1133 -2.1715
C 4.1276 2.3000 -1.1793
C 6.4255 3.0019 -1.2661
C -2.4184 -4.3494 -2.7768
C 5.0592 3.2453 -1.5018
H -4.3969 3.5054 -3.4400
H -3.7073 4.5839 -1.2967
H -1.5085 -6.1863 -2.1303
H -3.1786 -4.8501 -3.3602
H 0.2665 -5.1141 -0.7923
H -0.8333 0.7879 1.3511
H 4.7559 4.1864 -1.9380
H 0.3573 -2.6371 -0.6453
H 3.0769 2.4813 -1.3516
H 6.2699 -0.0990 0.0769
H -1.6354 -0.7515 0.8586
H -2.1128 3.3865 0.2018
H -3.5513 1.2044 -3.9801
H 7.9145 1.6327 -0.5179
H -3.1099 -2.3763 -3.2373
H 0.1547 -0.6947 1.1037
*
```



Record 6
The following is a quantum chemistry calculation of the ion C19H16F4NS with charge +1 at a distorted geometry, from the OMol25 dataset.

The calculation puts the HOMO energy at -0.4403 Eh. The calculation puts the lowest unoccupied orbital energy at -4.14 eV.

```
! RIJCOSX wB97M-V def2-TZVPD def2/J DEFGRID3
* xyz 1 1
S 0.1717 0.9151 2.7430
F 1.7283 -7.1077 1.8932
F 0.4805 -4.1394 -1.5797
F -5.3123 -3.0685 8.7309
F -1.8021 -6.2521 8.5721
N -0.2163 -1.6514 2.8740
C -0.0111 -3.5313 0.6805
C -0.1185 -3.9200 2.0144
C -3.9356 -3.1764 6.8064
C -2.7804 -3.6847 6.1279
C 0.5936 -5.0548 2.4697
C -1.0918 -3.1797 2.7896
C -0.8413 -0.5228 2.8169
C 1.2656 -1.6057 2.7456
C -3.5655 -4.6742 8.7077
C -2.3979 -3.1283 4.8725
C -1.4617 -3.7265 4.0583
C -2.5231 -5.2414 7.9849
C -2.2959 -0.1580 2.7952
C -2.1247 -4.8104 6.7225
C 1.2264 -5.8660 1.5043
C 1.2030 -5.6174 0.1315
C -4.2602 -3.6555 8.0655
C 1.6187 -0.1164 2.7343
C 0.6171 -4.3837 -0.2272
H -2.8698 -2.1664 4.5921
H -2.4876 0.4813 3.6483
H -0.4625 -2.5706 0.3714
H -2.4682 0.4222 1.8950
H 1.7726 -2.1287 3.5909
H -0.9993 -4.6870 4.3784
H 1.6095 -2.0939 1.7990
H 2.2028 0.1652 3.5976
H -4.5218 -2.4040 6.3061
H 0.6156 -5.3424 3.5239
H -3.0312 -0.9660 2.8217
H 2.1831 0.1563 1.8556
H -3.8182 -5.0059 9.7021
H 1.5914 -6.3446 -0.6150
H -1.9374 -2.6094 2.1671
H -1.3210 -5.3104 6.1838
*
```



Record 7
The following is a quantum chemistry calculation of a cluster of 2 separate species, C19H16F4O2 in total at a distorted geometry, from the OMol25 dataset.

The value obtained for the relative energy (zero: lowest compared OMol25 entry of this formula, charge and spin) is 102.4 kcal/mol. The calculation puts the HOMO energy at -0.2635 Eh. The calculation puts the lowest unoccupied orbital energy at -3.47 eV.

```
! RIJCOSX wB97M-V def2-TZVPD def2/J DEFGRID3
* xyz 0 1
F 4.5164 -1.1902 1.9692
F 2.1811 -4.6157 -0.3450
F -4.0852 1.6747 2.7676
F 0.2113 2.8208 4.4284
O -1.5577 2.3418 -2.5953
O 2.0450 0.2962 -2.3337
C 1.0112 0.9859 -2.3801
C -0.7817 0.1930 2.0271
C 2.1923 -3.3940 0.2922
C -2.8410 0.4049 -2.7088
C 1.1717 2.4721 -2.6184
C -0.0003 0.9476 2.9725
C -0.3173 0.3394 -2.2878
C 3.3524 -1.6693 1.4107
C -0.5847 2.0251 3.6313
C -0.2644 -1.1215 -2.5020
C 1.0040 -2.6953 0.3945
C 3.3995 -2.9246 0.8024
C -1.9442 2.3515 3.5553
C 0.9558 -1.4098 1.0275
C 2.2059 -0.8801 1.4859
C -2.7200 1.4969 2.7623
C -2.1931 0.4630 2.0175
C -1.5210 1.0975 -2.5089
C -0.3127 -0.7708 1.1043
H 1.0366 0.6937 3.1747
H -1.2487 -1.5932 -2.5907
H -1.0643 -1.1345 0.3765
H 1.7892 2.8844 -1.8125
H 1.7148 2.6044 -3.5702
H -2.8017 -0.6794 -2.7756
H 2.2843 0.1673 1.8047
H 0.0796 -3.1242 0.0086
H -3.2853 0.7936 -3.6329
H -3.4912 0.6811 -1.8719
H -2.3880 3.1426 4.1519
H 0.2133 3.0026 -2.6589
H 0.2845 -1.3380 -3.4425
H -2.8382 -0.1600 1.4023
H 0.2863 -1.6476 -1.7084
H 4.3056 -3.5322 0.7765
*
```



Record 8
The following is a quantum chemistry calculation of the molecule C19H16N2O4S at a distorted geometry, from the OMol25 dataset.

The SMILES is COc1ccccc1NC(=O)/C(=C/c1cccs1)NC(=O)c1ccco1. The value obtained for the relative energy (zero: lowest compared OMol25 entry of this formula, charge and spin) is 28.3 kcal/mol. The calculation puts the HOMO energy at -0.2821 Eh. The calculation puts the lowest unoccupied orbital energy at 0.23 eV.

```
! RIJCOSX wB97M-V def2-TZVPD def2/J DEFGRID3
* xyz 0 1
S -0.5269 -2.2980 -0.5380
O -3.7337 1.4394 -0.6731
O 1.3572 1.1762 -1.4859
O -0.2559 3.0082 1.2890
O -2.1872 -1.1041 1.2916
N -1.3008 0.7355 0.2624
N 1.8460 2.2837 0.9688
C 4.0618 1.3349 0.9257
C -5.7651 0.5497 -0.4762
C 3.5525 0.1209 -1.5063
C -0.0086 0.7114 0.7740
C -2.3241 -0.1003 0.6204
C 1.2960 -2.7986 1.1941
C 2.5683 0.9073 -0.9250
C 0.5004 2.0886 1.0272
C 5.0428 0.5651 0.3240
C 0.9987 0.5131 -2.6749
C -3.6233 0.3195 0.0825
C 1.0134 -4.0200 0.5672
C 2.8199 1.4942 0.3306
C -4.8562 -0.2646 0.2312
C 0.7211 -0.3842 1.0863
C 4.7786 -0.0512 -0.8832
C 0.5393 -1.7491 0.7203
C -5.0251 1.5668 -1.0015
C 0.0612 -3.8997 -0.4003
H 6.0024 0.4452 0.8019
H 5.5295 -0.6649 -1.3566
H 1.6260 -0.2158 1.6564
H 2.1449 3.1997 1.2812
H -6.8203 0.4020 -0.5791
H -5.0635 -1.1597 0.7795
H -0.3397 -4.6641 -1.0362
H 2.0254 -2.6799 1.9755
H 3.3768 -0.3523 -2.4589
H -1.5764 1.6473 -0.0873
H 1.6531 0.7951 -3.5059
H 4.2482 1.8135 1.8758
H -5.2960 2.4111 -1.6048
H 1.0119 -0.5730 -2.5444
H 1.4954 -4.9488 0.8158
H -0.0183 0.8346 -2.8926
*
```



Looking at calculated total energy for the records above, in order, we have -115574.081 -94217.038 -30375.865 -104330.641 -124226.861 -43149.303 -34923.299 -41967.360 eV.